No. 1
ORCA calculation (wB97M-V/def2-TZVPD) on a molecular structure, C53H47BCl5N8P2Rb at a distorted geometry.

**Gap between HOMO and LUMO**: 2.6031 eV
**E_LUMO**: 2.76 eV
**Strongest force on any atom**: 4.7 eV/Å
**Spin multiplicity**: 1
**Highest occupied orbital energy**: 0.15 eV
**E_tot**: -5518.3779 Ha
**Net charge**: -2

Last column: Löwdin charge in e.
Positions of all 117 atoms, in Å:
Rb  -1.344  -0.295  1.544  0.605
Cl  -1.407  3.689  -2.164  0.665
Cl  -5.880  6.729  -1.281  0.603
Cl  -3.640  5.741  -3.275  0.601
Cl  -4.949  6.997  1.864  0.507
Cl  -2.512  5.403  2.866  0.659
P  -3.845  -0.855  3.572  0.975
P  4.179  -1.532  -3.160  1.087
N  -3.658  -0.032  -2.609  0.050
N  0.642  1.972  0.266  -0.009
N  -3.335  -0.235  5.142  -0.113
N  -1.337  0.727  4.326  0.037
N  2.812  0.128  1.866  -0.070
N  2.022  2.115  0.345  -0.115
N  1.712  -0.608  2.238  0.002
N  -2.232  -0.815  -1.081  -0.046
C  5.862  -1.811  -3.634  -0.342
C  1.745  -1.016  -6.434  -0.111
C  -0.900  1.769  6.855  -0.091
C  -5.977  0.144  2.056  -0.110
C  -6.767  1.095  1.473  -0.085
C  2.103  -3.158  -2.218  -0.387
C  -3.457  5.415  -1.572  -0.699
C  1.123  4.138  0.807  -0.124
C  8.564  -1.833  -4.305  -0.084
C  -4.819  1.817  3.343  -0.066
C  0.082  3.145  0.601  -0.280
C  -5.600  2.796  2.685  -0.077
C  -0.029  2.120  5.780  -0.054
C  2.038  -1.182  3.434  -0.199
C  3.741  0.074  2.841  -0.152
C  -2.565  0.222  -1.869  -0.175
C  -1.964  0.981  6.636  -0.066
C  6.844  -1.787  -2.597  -0.314
C  -2.208  0.460  5.352  -0.413
C  1.512  -4.430  -1.874  -0.105
C  -6.987  -3.973  4.502  -0.075
C  -5.866  -4.333  3.732  -0.091
C  2.163  -5.607  -2.164  -0.152
C  2.172  0.213  -6.916  -0.131
C  3.356  -5.540  -2.969  -0.171
C  -6.104  -1.756  4.791  -0.105
C  3.315  -0.762  -4.583  -0.286
C  -2.818  5.318  1.205  -0.736
C  3.627  0.564  -5.011  -0.276
C  -4.958  0.486  2.999  -0.360
C  -4.783  -3.458  3.558  -0.060
C  -3.963  6.062  0.658  -0.606
C  2.288  3.436  0.608  -0.156
C  3.332  -0.755  3.847  -0.127
C  -4.373  6.070  -0.691  -0.717
C  6.240  -2.044  -4.971  -0.091
C  -5.025  -2.104  3.954  -0.408
C  3.946  -4.302  -3.295  -0.151
C  4.508  1.448  -4.227  -0.083
C  -2.115  4.520  0.316  -0.175
C  7.580  -1.944  -5.335  -0.095
C  -7.033  -2.703  5.130  -0.085
C  6.520  -1.580  -1.177  -0.076
C  -4.097  -1.273  -2.239  -0.129
C  2.282  -1.497  -5.262  -0.067
C  -6.571  2.455  1.798  -0.084
C  -0.376  1.624  4.553  -0.148
C  8.132  -1.734  -2.974  -0.097
C  -2.384  4.661  -1.049  -0.628
C  3.380  -3.117  -2.871  -0.387
C  -3.226  -1.689  -1.260  -0.217
C  3.017  1.032  -6.207  -0.069
C  1.379  -2.029  -1.928  -0.052
B  2.897  0.899  0.490  -0.493
H  7.419  -1.639  -0.578  0.063
H  1.678  -1.052  -2.318  0.013
H  8.903  -1.573  -2.237  0.098
H  -0.777  2.254  7.833  0.108
H  -7.746  -2.480  5.892  0.092
H  9.612  -1.773  -4.564  0.078
H  -6.186  -0.727  5.080  0.103
H  4.021  1.395  0.633  0.063
H  0.948  -1.525  -6.891  0.075
H  3.369  3.744  0.629  0.108
H  -2.126  1.202  -1.879  0.067
H  -5.003  -1.720  -2.587  0.090
H  -4.075  0.623  -3.304  0.178
H  0.575  -2.047  -1.216  0.011
H  0.785  2.811  5.904  0.097
H  -1.145  3.599  0.479  -0.005
H  -2.639  0.773  7.493  0.113
H  4.719  0.589  2.801  0.113
H  7.790  -2.175  -6.360  0.077
H  3.813  -6.450  -3.306  0.040
H  6.047  -0.590  -1.042  0.088
H  1.934  -2.439  -4.816  0.103
H  -6.032  -0.874  1.758  0.090
H  -7.479  0.753  0.635  0.130
H  5.825  -2.387  -0.830  0.100
H  -5.329  3.782  2.952  0.078
H  1.750  0.627  -7.806  0.078
H  -3.841  -3.661  3.036  0.105
H  4.011  1.812  -3.324  0.091
H  0.968  5.196  1.136  0.079
H  -7.800  -4.722  4.687  0.112
H  1.749  -6.575  -1.919  0.068
H  -4.068  2.195  4.058  0.112
H  4.703  2.401  -4.763  0.072
H  0.484  -4.502  -1.467  0.094
H  3.214  2.067  -6.517  0.101
H  4.875  -4.272  -3.858  0.082
H  5.461  -2.184  -5.679  0.094
H  0.190  1.842  3.617  0.125
H  1.291  -1.860  3.909  0.089
H  -5.804  -5.349  3.345  0.100
H  3.793  -1.218  4.703  0.065
H  2.729  0.243  -0.485  0.050
H  5.519  1.097  -3.986  0.073
H  -3.907  -0.384  5.962  0.100
H  -7.012  3.239  1.202  0.103
H  -3.215  -2.738  -0.842  0.120


No. 2
ORCA calculation (wB97M-V/def2-TZVPD) on a molecular structure, C53H47CrN2O5S3.

**Gap between HOMO and LUMO (alpha / beta)**: 7.6380 / 7.8156 eV
**E_LUMO (alpha / beta)**: -5.39 / -5.25 eV
**Strongest force on any atom**: 0.9 eV/Å
**Spin multiplicity**: 4
**Highest occupied orbital energy (alpha / beta)**: -13.03 / -13.07 eV
**E_tot**: -4772.2539 Ha
**Net charge**: +2

Last column: Löwdin charge in e.
Positions of all 111 atoms, in Å:
Cr  -1.651  0.032  1.070  0.755
S  -0.165  2.459  0.622  1.140
S  -1.934  -2.038  -0.189  0.863
S  1.610  -0.615  0.128  1.116
O  0.304  -0.157  0.746  -0.638
O  -1.649  -0.741  2.761  -0.192
O  -3.559  0.168  1.192  -0.106
O  -1.012  1.868  1.787  -0.509
O  1.347  -2.842  3.123  0.132
N  -0.374  -4.114  -0.428  0.055
N  -0.355  -3.105  1.682  0.137
C  -3.414  1.687  -1.606  0.011
C  -2.562  -0.645  3.718  -0.262
C  -5.812  -0.041  1.785  0.029
C  0.876  -3.527  2.253  -0.376
C  -2.563  2.183  -0.668  -0.071
C  -2.164  -0.943  5.025  0.020
C  -1.685  6.121  1.353  -0.011
C  2.859  0.312  0.986  -0.363
C  3.318  -0.269  2.162  -0.052
C  -1.566  0.492  -2.684  -0.131
C  1.349  -7.184  1.487  -0.050
C  0.839  3.366  -4.944  -0.041
C  0.407  2.667  -3.852  -0.008
C  0.246  4.957  -0.269  -0.066
C  -0.517  4.187  0.599  -0.392
C  -4.421  -0.574  5.825  -0.053
C  2.098  3.095  -5.520  -0.045
C  -3.836  0.249  -3.563  -0.006
C  2.846  -4.836  1.486  -0.016
C  -3.915  -0.317  3.472  -0.088
C  1.701  -4.680  -2.539  -0.086
C  4.320  0.361  2.884  -0.009
C  0.807  0.954  -2.078  -0.114
C  -0.698  -4.206  -1.858  -0.199
C  2.492  1.414  -3.833  -0.143
C  -2.007  -0.937  -4.583  -0.038
C  -0.658  1.087  -1.754  -0.142
C  0.008  6.319  -0.338  -0.017
C  6.013  2.206  3.184  -0.030
C  3.441  -6.039  1.140  -0.050
C  0.258  -5.176  -2.533  -0.224
C  -4.830  -0.298  4.551  -0.006
C  2.694  -7.211  1.141  -0.049
C  1.224  1.670  -3.258  -0.104
C  0.744  -5.980  1.818  -0.042
C  2.902  2.137  -4.978  -0.012
C  4.886  1.552  2.439  -0.241
C  -0.962  6.919  0.465  -0.244
C  -3.075  -0.904  6.053  -0.026
C  -1.182  1.861  -0.739  -0.336
C  4.386  2.129  1.267  -0.012
C  -1.229  8.395  0.377  -0.032
C  -0.786  -3.170  0.386  -0.675
C  -1.125  -0.410  -3.688  -0.011
C  1.494  -4.804  1.806  -0.182
C  -1.474  4.754  1.427  -0.057
C  3.385  1.521  0.536  -0.063
C  -2.946  0.806  -2.612  -0.139
C  1.735  0.133  -1.481  -0.325
C  3.338  0.437  -3.249  0.008
C  -3.378  -0.595  -4.531  -0.037
C  2.981  -0.167  -2.088  -0.083
C  -4.361  -0.059  2.140  -0.286
H  -6.293  0.850  2.195  0.112
H  -0.563  2.894  -3.430  0.122
H  6.297  1.631  4.063  0.083
H  -2.418  6.582  2.004  0.126
H  -5.124  -0.541  6.645  0.116
H  -2.016  4.140  2.135  0.117
H  0.236  -4.830  -0.053  0.112
H  2.084  -4.520  -1.527  0.056
H  2.881  -1.189  2.533  0.091
H  -5.863  -0.035  4.367  0.120
H  3.428  -3.921  1.507  0.121
H  4.670  -0.088  3.804  0.125
H  3.871  1.921  -5.411  0.124
H  0.207  4.133  -5.373  0.116
H  3.649  -0.872  -1.605  0.124
H  -0.301  -5.956  2.106  0.130
H  -4.060  -1.004  -5.264  0.118
H  5.738  3.211  3.505  0.093
H  -1.391  8.825  1.365  0.089
H  -2.747  -1.132  7.059  0.122
H  -5.920  -0.032  0.704  0.096
H  -1.657  -1.624  -5.343  0.117
H  -1.735  -4.524  -1.969  0.127
H  -2.130  8.580  -0.212  0.095
H  -0.610  -3.208  -2.293  0.093
H  0.773  -8.100  1.508  0.117
H  0.596  6.930  -1.011  0.123
H  -0.079  -0.684  -3.739  0.123
H  4.279  0.197  -3.728  0.130
H  2.359  -5.401  -3.022  0.082
H  4.792  3.073  0.923  0.127
H  -1.125  -1.195  5.195  0.130
H  -4.466  1.941  -1.575  0.135
H  -0.764  -2.337  2.215  0.096
H  3.167  -8.151  0.889  0.117
H  -0.090  -5.321  -3.556  0.118
H  3.016  1.997  -0.364  0.110
H  0.191  -6.152  -2.042  0.116
H  -2.919  2.832  0.120  0.123
H  -6.314  -0.912  2.203  0.107
H  1.016  4.500  -0.885  0.114
H  4.491  -6.064  0.882  0.116
H  1.781  -3.736  -3.084  0.074
H  -4.887  0.504  -3.506  0.124
H  6.888  2.299  2.539  0.094
H  -0.405  8.922  -0.100  0.083
H  2.423  3.654  -6.388  0.117